1.
Entry from the Open Molecules 2025 dataset: the molecule C3H6S3 at a distorted geometry (ωB97M-V with the def2-TZVPD basis set).

Calculated values
Electronic energy   -35710.7687 eV
SMILES   S=CSCCS
E_LUMO   -0.80 eV
Net charge   0
Strongest force on any atom   7.26 eV/Å
ΔE to the lowest compared entry with this formula, charge and spin   298.2 kJ/mol

XYZ file:
```
12
Properties=species:S:1:pos:R:3:lowdin_charge:R:1
C 0.72 -1.50 -0.17 -0.63
C 0.38 -0.41 0.94 -0.66
C -0.59 1.44 -0.46 -0.96
H 2.01 -3.79 0.40 -0.06
H 0.14 -2.49 0.11 0.08
H 0.61 -1.13 -1.22 0.06
H 1.10 0.62 0.95 0.13
H 0.70 -0.78 1.99 0.11
H 0.41 1.61 -0.87 0.03
S 2.36 -2.42 -0.17 0.56
S -1.11 0.22 0.55 0.85
S -1.75 2.75 -0.59 0.48
```



2.
Entry from the Open Molecules 2025 dataset: C3H7B3MgO5 as an isolated structure at a distorted geometry (ωB97M-V with the def2-TZVPD basis set).

Calculated values
Electronic energy   -20916.4805 eV
E_LUMO   -13.52 eV
Net charge   +2
Strongest force on any atom   9.79 eV/Å

XYZ file:
```
19
Properties=species:S:1:pos:R:3:lowdin_charge:R:1
C 2.84 -0.89 0.98 0.00
C 2.35 0.63 0.60 -0.24
O 3.26 1.63 0.74 0.06
O 1.01 1.04 0.17 -0.04
C 0.53 0.27 -1.00 -0.07
B -1.13 0.18 -0.82 -0.47
O -1.79 1.43 -0.35 0.13
B -2.80 1.12 0.67 -0.11
O -3.61 -0.15 0.60 0.13
B -2.65 -1.24 0.24 -0.09
O -1.93 -1.04 -1.06 0.13
H 3.14 -1.41 -0.05 0.12
H 3.80 -0.86 1.67 0.13
H 1.98 -1.52 1.52 0.12
H 0.90 -0.84 -1.03 0.18
H 0.74 0.79 -2.03 0.09
H -3.07 1.86 1.58 0.13
H -2.45 -2.16 0.95 0.13
Mg -1.11 1.16 -3.38 1.68
```



3.
Entry from the Open Molecules 2025 dataset: the molecule C3H7BO at a distorted geometry (ωB97M-V with the def2-TZVPD basis set).

Calculated values
Electronic energy   -5947.2560 eV
SMILES   BO/C=C/C
E_LUMO   0.92 eV
Net charge   0
Strongest force on any atom   3.89 eV/Å
ΔE to the lowest compared entry with this formula, charge and spin   68.3 kJ/mol

XYZ file:
```
12
Properties=species:S:1:pos:R:3:lowdin_charge:R:1
B 0.30 0.18 -2.68 -0.20
C -0.52 -0.12 0.77 -0.14
C 0.30 0.15 -0.27 -0.10
C -0.13 -0.20 2.17 -0.11
O -0.28 0.24 -1.53 -0.03
H 1.41 -0.26 -2.84 0.05
H -0.59 0.59 -3.39 0.06
H -1.59 -0.05 0.66 0.11
H 1.36 0.14 -0.36 0.11
H -0.27 -1.27 2.45 0.10
H 0.86 0.15 2.42 0.08
H -0.86 0.45 2.61 0.07
```



4.
Entry from the Open Molecules 2025 dataset: a 2-piece molecular cluster, C3H7Br2NO2 overall at a distorted geometry (ωB97M-V with the def2-TZVPD basis set).

Calculated values
Electronic energy   -148889.7379 eV
SMILES   C[N+](=O)[O-].BrCCBr
E_LUMO   -0.51 eV
Net charge   0
Strongest force on any atom   4.67 eV/Å
ΔE to the lowest compared entry with this formula, charge and spin   189.7 kJ/mol

XYZ file:
```
15
Properties=species:S:1:pos:R:3:lowdin_charge:R:1
Br -1.94 0.91 -1.68 0.57
C -1.22 0.62 0.19 -0.61
C -1.51 1.76 1.26 -0.59
Br -3.41 1.56 1.88 0.54
H -0.17 0.30 0.16 -0.05
H -1.78 -0.17 0.68 0.02
H -1.33 2.75 0.85 0.05
H -0.82 1.72 2.11 0.05
C 2.19 -1.74 -0.49 0.06
N 1.11 -0.91 -1.11 -0.38
O 0.57 -1.39 -2.11 0.07
O 0.92 0.19 -0.58 -0.03
H 2.61 -1.13 0.31 0.10
H 2.95 -1.75 -1.28 0.10
H 1.84 -2.72 -0.18 0.10
```



5.
Entry from the Open Molecules 2025 dataset: C3H7BrClO4P as an isolated structure at a distorted geometry (ωB97M-V with the def2-TZVPD basis set).

Calculated values
Electronic energy   -103268.6428 eV
E_LUMO   0.59 eV
Net charge   0
Strongest force on any atom   5.10 eV/Å
ΔE to the lowest compared entry with this formula, charge and spin   77.2 kJ/mol

XYZ file:
```
17
Properties=species:S:1:pos:R:3:lowdin_charge:R:1
C 0.61 1.80 2.05 -0.05
C -2.24 -0.91 -0.54 -0.25
C 1.78 -0.91 -1.49 -1.11
O 0.13 -0.93 0.92 -0.27
O -0.32 1.58 0.92 -0.21
O -1.46 0.16 -0.91 -0.23
O 1.04 0.54 -0.94 -0.32
P -0.12 0.25 0.10 0.33
Cl 0.50 -1.92 -1.95 0.73
Br 2.78 -0.24 -2.89 0.79
H 0.08 2.45 2.83 0.12
H 1.47 2.31 1.58 0.09
H 1.04 0.92 2.36 0.04
H -1.68 -1.87 -0.23 0.09
H -2.97 -1.39 -1.30 0.11
H -3.00 -0.63 0.13 0.06
H 2.38 -1.25 -0.65 0.06
```



6.
Entry from the Open Molecules 2025 dataset: a 2-piece molecular cluster, C3H7BrN2O2S overall at a distorted geometry (ωB97M-V with the def2-TZVPD basis set).

Calculated values
Electronic energy   -91173.2442 eV
E_LUMO (spin up / spin down)   -1.24 / -4.42 eV
Net charge   0
Strongest force on any atom   2.83 eV/Å
ΔE to the lowest compared entry with this formula, charge and spin   382.2 kJ/mol

XYZ file:
```
16
Properties=species:S:1:pos:R:3:lowdin_charge:R:1
C -0.53 0.06 0.42 -0.27
C 1.33 -0.96 -0.78 -0.01
C 1.58 1.22 0.28 -0.06
N -1.19 -1.09 0.36 -0.10
N 0.71 0.08 -0.02 -0.21
O -3.32 -1.18 -0.96 -0.37
O -3.03 -2.56 1.09 -0.37
S -2.85 -1.33 0.38 0.68
Br -1.70 3.31 0.39 0.23
H -0.76 1.07 0.78 -0.01
H 2.04 -0.37 -1.22 0.07
H 1.60 -1.74 -0.14 0.09
H 0.69 -1.24 -1.53 0.08
H 1.11 2.04 0.75 0.02
H 2.43 0.86 0.86 0.10
H 1.89 1.83 -0.65 0.13
```



7.
Entry from the Open Molecules 2025 dataset: a 2-piece molecular cluster, C3H7BrS3 overall at a distorted geometry (ωB97M-V with the def2-TZVPD basis set).

Calculated values
Electronic energy   -105769.0494 eV
E_LUMO (spin up / spin down)   -0.58 / -0.25 eV
Net charge   0
Strongest force on any atom   3.22 eV/Å
ΔE to the lowest compared entry with this formula, charge and spin   242.4 kJ/mol

XYZ file:
```
14
Properties=species:S:1:pos:R:3:lowdin_charge:R:1
C -0.03 -0.21 -1.94 -0.21
C 0.95 -0.39 -0.74 -0.77
C -0.51 0.18 1.23 -1.45
S -0.51 2.01 1.18 0.58
S 0.05 -0.42 2.82 0.54
S -2.09 -0.66 0.97 0.65
Br 1.53 -2.09 -0.48 0.72
H -0.94 -0.85 -1.75 0.06
H 0.48 -0.48 -2.84 0.05
H -0.37 0.85 -1.85 0.07
H 1.78 0.39 -0.80 0.07
H 0.86 2.15 1.25 -0.11
H 1.45 -0.82 2.60 -0.07
H -2.65 0.34 0.33 -0.16
```



8.
Entry from the Open Molecules 2025 dataset: the molecule C3H7Cl2N3 at a distorted geometry (ωB97M-V with the def2-TZVPD basis set).

Calculated values
Electronic energy   -32738.5561 eV
SMILES   C/N=C(\NN)C(Cl)Cl
E_LUMO   0.69 eV
Net charge   0
Strongest force on any atom   1.80 eV/Å
ΔE to the lowest compared entry with this formula, charge and spin   0.7 kJ/mol

XYZ file:
```
15
Properties=species:S:1:pos:R:3:lowdin_charge:R:1
C -1.38 1.42 -1.12 -0.15
C -0.27 0.01 0.37 -0.52
C -0.20 -0.59 1.75 -1.02
H -0.51 2.06 -1.38 0.08
H -2.27 2.06 -1.12 0.07
H -1.49 0.67 -1.93 0.08
H 0.66 0.18 -1.49 0.15
H 1.82 -1.94 -0.86 0.10
H 2.62 -0.59 -0.26 0.08
H -1.06 -0.21 2.30 0.06
N -1.25 0.80 0.18 0.01
N 0.67 -0.34 -0.57 -0.06
N 1.76 -1.12 -0.24 -0.01
Cl -0.34 -2.37 1.74 0.57
Cl 1.24 -0.05 2.64 0.57
```



9.
Entry from the Open Molecules 2025 dataset: an isolated ion of composition C3H7Cl2NOP and charge -1 (ωB97M-V with the def2-TZVPD basis set).

Calculated values
Electronic energy   -41098.2205 eV
SMILES   C[C@@H](Cl)C[N-]P(O)Cl
E_LUMO   3.56 eV
Net charge   -1
Strongest force on any atom   0.61 eV/Å

XYZ file:
```
15
Properties=species:S:1:pos:R:3:lowdin_charge:R:1
C 2.23 -0.66 -0.14 -0.17
C 0.81 -0.50 0.40 -0.79
Cl 0.91 -0.40 2.19 0.54
C 0.16 0.77 -0.15 -0.48
N -1.16 1.17 0.27 -0.37
P -2.28 0.05 0.38 0.30
O -3.25 0.13 -1.04 -0.45
Cl -3.72 1.11 1.53 0.02
H 2.24 -0.50 -1.22 0.07
H 2.90 0.04 0.36 0.06
H 2.60 -1.66 0.06 0.06
H 0.24 -1.39 0.16 0.06
H 0.23 0.67 -1.25 0.09
H 0.86 1.58 0.10 0.09
H -2.79 -0.42 -1.67 -0.02
```



10.
Entry from the Open Molecules 2025 dataset: C3H7ClCsNO6S2 as an isolated structure at a distorted geometry (ωB97M-V with the def2-TZVPD basis set).

Calculated values
Electronic energy   -51735.4525 eV
E_LUMO   -0.52 eV
Net charge   0
Strongest force on any atom   13.54 eV/Å
ΔE to the lowest compared entry with this formula, charge and spin   0.0 kJ/mol

XYZ file:
```
21
Properties=species:S:1:pos:R:3:lowdin_charge:R:1
C 3.25 -0.72 -0.26 -0.03
C 2.30 0.46 -0.19 -0.42
O 2.79 1.48 0.65 0.00
C 0.90 -0.02 0.28 -0.27
O -0.08 0.63 -0.54 -0.84
S -1.66 0.73 0.09 0.41
O -2.18 1.88 -0.57 -0.29
O -1.53 0.79 1.49 -0.24
N -2.49 -0.61 -0.45 -0.65
S -4.01 -0.65 0.11 0.17
O -4.53 -1.85 -0.43 -0.35
O -4.11 -0.40 1.50 -0.32
Cl -5.02 0.84 -0.82 0.42
H 3.00 -1.36 -1.11 0.08
H 3.18 -1.33 0.64 0.09
H 4.26 -0.37 -0.37 0.09
H 2.20 0.90 -1.17 0.14
H 2.56 1.30 1.56 0.10
H 0.89 -1.11 0.21 0.09
H 0.79 0.26 1.32 0.13
Cs -0.54 -0.83 -1.93 1.69
```